# C68H150N11O12

A 11-piece molecular cluster, C68H150N11O12 overall in a non-equilibrium geometry (ωB97M-V/def2-TZVPD, OMol25).

Each atom is followed by the atoms it is bonded to, with distances in Å.
CARTESIAN COORDINATES (ANGSTROEM)
1 C -4.290 -2.867 -3.631  C2 1.559, H10 1.124, H11 1.084, H12 1.058
2 C -3.175 -3.131 -4.688  C1 1.559, C3 1.504, H13 1.090, H14 1.092
3 C -1.796 -2.605 -4.395  C2 1.504, N4 1.556, H15 1.107, H16 1.120
4 N -0.804 -3.089 -5.492  C3 1.556, C5 1.498, C6 1.527, C9 1.490
5 C -1.297 -2.647 -6.835  N4 1.498, H17 1.133, H18 1.075, H19 1.068
6 C 0.541 -2.477 -5.108  N4 1.527, C7 1.520, H20 1.083, H21 1.090
7 C 1.579 -3.314 -5.838  C6 1.520, C8 1.556, H22 1.077, H23 1.086
8 C 0.845 -4.646 -6.165  C7 1.556, C9 1.482, H24 1.081, H25 1.103
9 C -0.479 -4.543 -5.508  N4 1.490, C8 1.482, H26 1.091, H27 1.094
10 H -5.313 -3.176 -3.978  C1 1.124
11 H -4.282 -1.853 -3.248  C1 1.084
12 H -4.235 -3.471 -2.764  C1 1.058
13 H -3.570 -2.641 -5.578  C2 1.090
14 H -3.202 -4.213 -4.839  C2 1.092
15 H -1.410 -3.051 -3.459  C3 1.107
16 H -1.728 -1.487 -4.379  C3 1.120
17 H -0.487 -2.459 -7.604  C5 1.133
18 H -1.942 -1.803 -6.670  C5 1.075
19 H -1.883 -3.434 -7.258  C5 1.068
20 H 0.529 -1.411 -5.302  C6 1.083
21 H 0.573 -2.665 -4.036  C6 1.090
22 H 1.902 -2.886 -6.773  C7 1.077
23 H 2.418 -3.442 -5.159  C7 1.086
24 H 0.666 -4.813 -7.218  C8 1.081
25 H 1.421 -5.537 -5.861  C8 1.103
26 H -1.352 -5.046 -5.925  C9 1.091
27 H -0.471 -4.777 -4.439  C9 1.094
28 C -5.053 5.255 3.306  C29 1.509, H37 1.076, H38 1.081, H39 1.103
29 C -4.133 4.444 4.185  C28 1.509, C30 1.496, H40 1.085, H41 1.122
30 C -3.042 5.354 4.656  C29 1.496, N31 1.566, H42 1.089, H43 1.097
31 N -1.933 4.681 5.532  C30 1.566, C32 1.529, C33 1.530, C36 1.513
32 C -2.467 4.038 6.812  N31 1.529, H44 1.082, H45 1.093, H46 1.118
33 C -0.902 5.798 5.707  N31 1.530, C34 1.519, H47 1.105, H48 1.122
34 C -0.009 5.767 4.478  C33 1.519, C35 1.512, H49 1.091, H50 1.091
35 C 0.035 4.309 4.080  C34 1.512, C36 1.547, H51 1.090, H52 1.089
36 C -1.155 3.619 4.787  N31 1.513, C35 1.547, H53 1.058, H54 1.089
37 H -5.487 6.059 3.875  C28 1.076
38 H -5.922 4.761 2.895  C28 1.081
39 H -4.532 5.821 2.516  C28 1.103
40 H -3.727 3.565 3.695  C29 1.085
41 H -4.722 4.121 5.083  C29 1.122
42 H -3.484 6.139 5.268  C30 1.089
43 H -2.444 5.724 3.813  C30 1.097
44 H -3.072 4.791 7.298  C32 1.082
45 H -1.624 3.766 7.452  C32 1.093
46 H -3.163 3.228 6.481  C32 1.118
47 H -0.432 5.717 6.703  C33 1.105
48 H -1.425 6.782 5.845  C33 1.122
49 H 0.984 6.176 4.673  C34 1.091
50 H -0.449 6.419 3.723  C34 1.091
51 H 1.012 3.909 4.351  C35 1.090
52 H -0.059 4.243 2.996  C35 1.089
53 H -0.900 2.926 5.544  C36 1.058
54 H -1.813 3.128 4.071  C36 1.089
55 C -4.443 2.968 -3.784  C56 1.485, H64 1.104, H65 1.091, H66 1.088
56 C -3.727 4.231 -4.098  C55 1.485, C57 1.510, H67 1.104, H68 1.079
57 C -2.736 4.532 -3.000  C56 1.510, N58 1.520, H69 1.046, H70 1.071
58 N -2.093 5.883 -3.268  C57 1.520, C59 1.525, C60 1.525, C63 1.499
59 C -3.020 6.969 -2.732  N58 1.525, H71 1.089, H72 1.071, H73 1.104
60 C -1.927 6.137 -4.763  N58 1.525, C61 1.512, H74 1.092, H75 1.082
61 C -0.802 5.211 -5.168  C60 1.512, C62 1.588, H76 1.080, H77 1.111
62 C 0.162 5.431 -3.926  C61 1.588, C63 1.558, H78 1.095, H79 1.101
63 C -0.706 5.841 -2.699  N58 1.499, C62 1.558, H80 1.076, H81 1.070
64 H -3.758 2.262 -3.284  C55 1.104
65 H -4.747 2.442 -4.690  C55 1.091
66 H -5.306 3.049 -3.127  C55 1.088
67 H -4.433 5.066 -4.255  C56 1.104
68 H -3.254 4.028 -5.047  C56 1.079
69 H -1.947 3.846 -3.029  C57 1.046
70 H -3.175 4.599 -2.024  C57 1.071
71 H -2.838 7.067 -1.663  C59 1.089
72 H -4.008 6.680 -3.024  C59 1.071
73 H -2.636 7.864 -3.253  C59 1.104
74 H -1.533 7.156 -4.772  C60 1.092
75 H -2.857 6.155 -5.314  C60 1.082
76 H -0.375 5.583 -6.087  C61 1.080
77 H -1.153 4.162 -5.263  C61 1.111
78 H 0.995 6.128 -4.065  C62 1.095
79 H 0.711 4.516 -3.654  C62 1.101
80 H -0.441 6.786 -2.259  C63 1.076
81 H -0.629 5.055 -1.977  C63 1.070
82 C 7.030 -1.027 1.809  C83 1.514, H94 1.078, H95 1.085, H96 1.090
83 C 6.543 -1.000 3.242  C82 1.514, C84 1.521, H97 1.061, H98 1.104
84 C 5.062 -1.316 3.393  C83 1.521, C85 1.468, H99 1.082, H100 1.130
85 C 4.505 -0.783 4.643  C84 1.468, N86 1.469, H101 1.124, H102 1.084
86 N 3.077 -0.980 4.923  C85 1.469, C87 1.500, C90 1.525, C91 1.484
87 C 2.101 -0.657 3.830  N86 1.500, C88 1.554, H103 1.148, H104 1.123
88 C 1.765 -2.035 3.197  C87 1.554, C89 1.514, H105 1.123, H106 1.062
89 C 1.460 -2.686 4.529  C88 1.514, C90 1.506, H107 1.058, H108 1.134
90 C 2.727 -2.416 5.298  N86 1.525, C89 1.506, H109 1.066, H110 1.092
91 C 2.768 -0.170 6.128  N86 1.484, C92 1.493, H111 1.082, H112 1.099
92 C 2.858 1.315 6.004  C91 1.493, C93 1.543, H113 1.129, H114 1.104
93 C 2.348 1.902 7.337  C92 1.543, H115 1.119, H116 1.089, H117 1.098
94 H 8.093 -0.867 1.725  C82 1.078
95 H 6.592 -0.292 1.140  C82 1.085
96 H 6.735 -1.981 1.372  C82 1.090
97 H 6.732 -0.054 3.683  C83 1.061
98 H 7.187 -1.745 3.743  C83 1.104
99 H 4.847 -2.371 3.284  C84 1.082
100 H 4.567 -0.842 2.495  C84 1.130
101 H 4.612 0.333 4.710  C85 1.124
102 H 5.029 -1.223 5.484  C85 1.084
103 H 1.188 -0.214 4.369  C87 1.148
104 H 2.616 0.121 3.204  C87 1.123
105 H 0.810 -1.928 2.615  C88 1.123
106 H 2.531 -2.371 2.542  C88 1.062
107 H 0.578 -2.257 4.923  C89 1.058
108 H 1.325 -3.811 4.592  C89 1.134
109 H 2.695 -2.476 6.361  C90 1.066
110 H 3.545 -3.016 4.893  C90 1.092
111 H 3.378 -0.514 6.953  C91 1.082
112 H 1.722 -0.395 6.378  C91 1.099
113 H 2.261 1.636 5.101  C92 1.129
114 H 3.893 1.682 5.889  C92 1.104
115 H 1.232 1.827 7.362  C93 1.119
116 H 2.546 2.968 7.442  C93 1.089
117 H 2.782 1.438 8.232  C93 1.098
118 C -5.755 3.070 0.403  C119 1.551, H130 1.108, H131 1.093, H132 1.106
119 C -5.645 1.699 1.122  C118 1.551, C120 1.493, H133 1.105, H134 1.106
120 C -4.224 1.391 1.461  C119 1.493, C121 1.476, H135 1.082, H136 1.115
121 C -3.409 1.442 0.232  C120 1.476, N122 1.468, H137 1.124, H138 1.100
122 N -2.105 0.776 0.341  C121 1.468, C123 1.535, C126 1.520, C127 1.542
123 C -1.361 1.325 1.566  N122 1.535, C124 1.533, H139 1.103, H140 1.099
124 C 0.107 1.079 1.201  C123 1.533, C125 1.541, H141 1.108, H142 1.106
125 C 0.196 1.282 -0.324  C124 1.541, C126 1.546, H143 1.085, H144 1.069
126 C -1.235 1.067 -0.871  N122 1.520, C125 1.546, H145 1.066, H146 1.087
127 C -2.281 -0.750 0.479  N122 1.542, C128 1.486, H147 1.105, H148 1.095
128 C -3.362 -1.292 -0.384  C127 1.486, C129 1.512, H149 1.106, H150 1.063
129 C -3.355 -2.784 -0.140  C128 1.512, H151 1.056, H152 1.079, H153 1.072
130 H -6.799 3.301 0.115  C118 1.108
131 H -5.233 3.024 -0.557  C118 1.093
132 H -5.410 3.935 1.000  C118 1.106
133 H -6.085 0.862 0.550  C119 1.105
134 H -6.324 1.759 1.992  C119 1.106
135 H -4.083 0.442 1.961  C120 1.082
136 H -3.862 2.212 2.125  C120 1.115
137 H -3.101 2.517 0.120  C121 1.124
138 H -3.926 1.007 -0.636  C121 1.100
139 H -1.729 0.891 2.510  C123 1.103
140 H -1.585 2.401 1.581  C123 1.099
141 H 0.345 0.021 1.429  C124 1.108
142 H 0.814 1.708 1.774  C124 1.106
143 H 0.894 0.598 -0.796  C125 1.085
144 H 0.533 2.278 -0.518  C125 1.069
145 H -1.253 0.319 -1.630  C126 1.066
146 H -1.594 2.013 -1.267  C126 1.087
147 H -2.493 -1.003 1.533  C127 1.105
148 H -1.313 -1.210 0.259  C127 1.095
149 H -3.154 -1.004 -1.431  C128 1.106
150 H -4.287 -0.850 -0.100  C128 1.063
151 H -4.212 -3.310 -0.464  C129 1.056
152 H -3.467 -2.991 0.913  C129 1.079
153 H -2.408 -3.215 -0.401  C129 1.072
154 C -3.735 -5.822 -1.992  C155 1.517, H166 1.096, H167 1.088, H168 1.066
155 C -2.227 -5.659 -1.944  C154 1.517, C156 1.500, H169 1.081, H170 1.062
156 C -1.614 -6.015 -0.622  C155 1.500, C157 1.527, H171 1.103, H172 1.086
157 C -0.240 -5.442 -0.279  C156 1.527, N158 1.487, H173 1.092, H174 1.087
158 N 0.412 -6.066 0.903  C157 1.487, C159 1.500, C162 1.499, C163 1.497
159 C 1.011 -7.398 0.562  N158 1.500, C160 1.543, H175 1.088, H176 1.089
160 C 2.156 -7.012 -0.397  C159 1.543, C161 1.521, H177 1.091, H178 1.082
161 C 2.640 -5.695 0.190  C160 1.521, C162 1.505, H179 1.095, H180 1.082
162 C 1.636 -5.263 1.224  N158 1.499, C161 1.505, H181 1.094, H182 1.071
163 C -0.484 -6.121 2.101  N158 1.497, C164 1.529, H183 1.105, H184 1.077
164 C -1.112 -4.771 2.450  C163 1.529, C165 1.545, H185 1.084, H186 1.091
165 C -1.887 -4.929 3.777  C164 1.545, H187 1.068, H188 1.085, H189 1.089
166 H -4.380 -5.225 -1.337  C154 1.096
167 H -3.954 -6.837 -1.665  C154 1.088
168 H -4.062 -5.648 -2.991  C154 1.066
169 H -1.981 -4.622 -2.123  C155 1.081
170 H -1.790 -6.169 -2.767  C155 1.062
171 H -1.647 -7.117 -0.588  C156 1.103
172 H -2.338 -5.676 0.114  C156 1.086
173 H -0.245 -4.367 -0.089  C157 1.092
174 H 0.377 -5.618 -1.157  C157 1.087
175 H 1.290 -7.770 1.545  C159 1.088
176 H 0.192 -8.002 0.173  C159 1.089
177 H 2.992 -7.713 -0.414  C160 1.091
178 H 1.784 -6.849 -1.400  C160 1.082
179 H 3.673 -5.711 0.552  C161 1.095
180 H 2.734 -4.929 -0.568  C161 1.082
181 H 1.988 -5.743 2.142  C162 1.094
182 H 1.490 -4.202 1.252  C162 1.071
183 H 0.212 -6.452 2.893  C163 1.105
184 H -1.289 -6.814 1.920  C163 1.077
185 H -1.762 -4.361 1.685  C164 1.084
186 H -0.250 -4.109 2.541  C164 1.091
187 H -2.565 -5.753 3.741  C165 1.068
188 H -2.292 -3.982 4.116  C165 1.085
189 H -1.160 -5.204 4.540  C165 1.089
190 C 5.007 -3.944 -2.364  C191 1.539, H202 1.134, H203 1.101, H204 1.104
191 C 4.813 -2.670 -1.523  C190 1.539, C192 1.538, H205 1.076, H206 1.084
192 C 4.726 -1.417 -2.412  C191 1.538, C193 1.504, H207 1.096, H208 1.109
193 C 4.229 -0.206 -1.672  C192 1.504, N194 1.507, H209 1.100, H210 1.091
194 N 3.944 1.036 -2.477  C193 1.507, C195 1.531, C198 1.497, C199 1.486
195 C 2.731 0.780 -3.375  N194 1.531, C196 1.467, H211 1.073, H212 1.092
196 C 3.150 1.305 -4.680  C195 1.467, C197 1.477, H213 1.107, H214 1.092
197 C 4.606 1.080 -4.779  C196 1.477, C198 1.515, H215 1.107, H216 1.091
198 C 5.086 1.391 -3.377  N194 1.497, C197 1.515, H217 1.091, H218 1.057
199 C 3.488 2.113 -1.560  N194 1.486, C200 1.490, H219 1.071, H220 1.094
200 C 4.490 2.549 -0.548  C199 1.490, C201 1.532, H221 1.090, H222 1.078
201 C 3.898 3.799 0.110  C200 1.532, H223 1.095, H224 1.086, H225 1.086
202 H 5.765 -3.709 -3.174  C190 1.134
203 H 4.068 -4.236 -2.858  C190 1.101
204 H 5.498 -4.787 -1.847  C190 1.104
205 H 5.607 -2.482 -0.823  C191 1.076
206 H 3.913 -2.681 -0.920  C191 1.084
207 H 4.066 -1.640 -3.258  C192 1.096
208 H 5.729 -1.286 -2.865  C192 1.109
209 H 4.952 0.044 -0.882  C193 1.100
210 H 3.267 -0.497 -1.245  C193 1.091
211 H 1.883 1.223 -2.887  C195 1.073
212 H 2.549 -0.296 -3.406  C195 1.092
213 H 2.893 2.382 -4.659  C196 1.107
214 H 2.492 0.889 -5.445  C196 1.092
215 H 5.100 1.784 -5.475  C197 1.107
216 H 4.839 0.061 -5.094  C197 1.091
217 H 5.211 2.446 -3.125  C198 1.091
218 H 5.955 0.883 -3.057  C198 1.057
219 H 2.678 1.716 -0.982  C199 1.071
220 H 3.136 2.898 -2.236  C199 1.094
221 H 5.436 2.870 -0.985  C200 1.090
222 H 4.654 1.822 0.230  C200 1.078
223 H 2.898 3.630 0.523  C201 1.095
224 H 3.653 4.527 -0.659  C201 1.086
225 H 4.576 4.230 0.840  C201 1.086
226 N -1.180 0.079 4.728  O227 1.272, O228 1.213, O229 1.220
227 O -0.224 0.512 5.446  N226 1.272
228 O -2.220 0.703 4.751  N226 1.213
229 O -1.049 -0.993 4.160  N226 1.220
230 N 1.183 -2.484 -1.321  O231 1.229, O232 1.266, O233 1.211
231 O -0.037 -2.396 -1.440  N230 1.229
232 O 1.695 -2.190 -0.201  N230 1.266
233 O 1.915 -2.938 -2.173  N230 1.211
234 N -1.707 4.644 0.781  O235 1.258, O236 1.206, O237 1.212
235 O -0.627 4.147 0.371  N234 1.258
236 O -2.424 5.275 0.045  N234 1.206
237 O -2.075 4.389 1.908  N234 1.212
238 N -0.884 1.057 -4.399  O239 1.252, O240 1.259, O241 1.267
239 O -2.054 0.670 -4.179  N238 1.252
240 O -0.245 0.469 -5.311  N238 1.259
241 O -0.371 2.000 -3.727  N238 1.267

Summary:
Maximum force, eV/A: 3.53
Orbital gap, eV: 9.3
HOMO, eV: -14.07
Multiplicity: 1
LUMO, eV: -4.72
Charge: +3
DFT total energy, eV: -113874.7348

Atomic partial charges in e from the Mulliken method, atoms 1 to 8: -1.130 -0.013 1.951 0.893 -0.842 0.235 -0.259 -0.961